# 1
The following is a DFT calculation (the ωB97M-V functional and the def2-TZVPD basis) of C27H69O24P5 as an isolated structure.

```
125
Properties=species:S:1:pos:R:3:mulliken_charge:R:1
C -3.28 -5.20 0.80 -0.9432
C -2.37 -6.42 0.81 0.8094
O -2.89 -7.53 1.00 -0.6263
C -0.92 -6.23 0.78 -0.2145
H -2.75 -4.34 0.53 -0.2741
H -3.83 -5.02 1.57 0.7158
H -4.08 -5.34 0.11 0.3800
H -0.66 -5.46 1.36 -0.2575
H -0.68 -5.98 -0.22 0.1638
H -0.43 -7.37 0.99 0.2859
C -4.67 -2.48 -2.67 -0.2578
C -4.43 -2.93 -4.09 0.5410
O -5.25 -2.94 -4.93 -0.5249
C -2.90 -3.21 -4.54 -0.6349
H -5.29 -1.63 -2.65 0.3449
H -3.83 -1.91 -2.32 -0.4511
H -4.97 -3.24 -1.94 0.3244
H -3.23 -3.86 -5.30 0.5256
H -2.13 -3.74 -3.85 -0.0032
H -2.48 -2.41 -4.91 0.1217
C -1.79 1.07 4.09 -0.0774
C -2.12 2.50 3.65 0.5284
O -3.32 2.88 3.60 -0.6555
C -1.01 3.41 3.20 0.3252
H -1.31 0.40 3.42 -0.3767
H -2.98 0.80 4.37 0.2555
H -0.99 0.90 4.90 0.2232
H -0.08 3.51 3.90 -0.1462
H -1.41 4.43 2.79 0.2747
H -0.41 2.76 2.32 -0.4355
C 3.45 -4.22 -2.47 -1.4974
C 2.09 -4.79 -2.58 0.8816
O 1.56 -5.49 -1.75 -0.5202
C 1.33 -4.63 -4.05 -0.4569
H 4.08 -4.76 -2.91 0.6564
H 3.75 -4.01 -1.32 0.1389
H 3.76 -3.38 -3.03 0.4634
H 1.82 -3.87 -4.61 0.3339
H 0.35 -4.28 -3.89 -0.2468
H 1.23 -5.55 -4.72 0.3988
C -3.55 1.76 -3.16 -1.0061
O -2.45 0.91 -3.07 0.5732
P -1.31 0.94 -4.11 -0.6577
O -2.00 1.10 -5.40 -0.7491
O -0.06 2.02 -3.95 0.6624
C 0.25 2.90 -5.04 -0.9727
O -0.75 -0.64 -4.26 0.1677
C 0.53 -0.89 -4.61 -0.4355
H -3.83 2.18 -4.26 0.2901
H -3.06 2.59 -2.77 0.3734
H -4.35 1.54 -2.35 0.2719
H 1.05 3.66 -4.63 0.1119
H -0.56 3.56 -5.34 0.2343
H 0.54 2.24 -5.70 0.5224
H 0.77 -0.51 -5.54 0.5749
H 0.31 -1.98 -4.71 -0.0493
H 1.42 -0.75 -3.77 0.0096
C 0.74 6.97 -0.06 -0.7175
O 1.75 6.04 -0.30 -0.2083
P 1.28 4.65 -1.06 0.5762
O 0.73 5.00 -2.40 -0.7229
O 2.60 3.75 -1.34 -0.2516
C 2.55 2.57 -2.09 -0.3058
O 0.17 3.80 -0.19 0.7044
C -1.00 3.17 -0.67 -1.8961
H 0.14 7.09 -1.06 0.2853
H 1.35 7.80 0.44 0.2561
H 0.10 6.76 0.81 0.1927
H 1.97 2.67 -2.92 -0.3954
H 2.18 1.62 -1.76 0.3022
H 3.47 2.46 -2.57 0.4978
H -1.49 3.78 -1.34 0.5486
H -1.59 3.15 0.10 0.8733
H -0.79 2.25 -1.12 0.3772
C 1.58 -1.08 5.11 -0.8073
O 0.71 -2.17 5.11 -0.3755
P 0.20 -2.90 3.74 -0.6983
O -0.03 -1.84 2.78 0.6736
O 1.44 -3.75 3.15 -0.3536
C 2.02 -3.32 1.91 0.0694
O -1.09 -3.74 4.03 -0.3187
C -2.37 -3.19 3.63 0.0468
H 1.28 -0.43 5.61 0.6261
H 1.70 -0.76 4.02 0.0260
H 2.59 -1.36 5.36 0.3966
H 2.25 -2.31 2.04 -0.0134
H 1.39 -3.60 1.00 -0.0194
H 2.99 -3.83 1.87 0.3704
H -2.27 -2.09 4.22 0.1858
H -3.13 -3.91 4.05 0.2415
H -2.49 -3.17 2.38 -0.2375
C 1.62 0.87 1.17 0.1345
O 1.23 -0.43 0.76 -0.4117
P -0.22 -0.64 0.08 -0.3579
O -0.10 -0.13 -1.28 -0.4783
O -0.77 -2.17 -0.05 1.1651
C -0.95 -2.81 -1.31 -0.6426
O -1.26 0.26 0.87 0.5438
C -2.72 0.17 0.46 -0.5644
H 1.32 1.56 0.40 -0.4857
H 2.58 0.79 1.32 0.7679
H 1.09 1.15 2.21 -0.2436
H 0.01 -2.74 -1.95 -0.4490
H -1.75 -2.28 -1.43 0.7952
H -1.10 -3.76 -1.02 -0.2565
H -2.82 -0.19 -0.63 -0.2639
H -3.08 1.16 0.43 0.4624
H -3.31 -0.51 1.10 0.3385
C 4.99 2.65 1.36 -0.4413
O 4.76 3.79 2.12 -0.3883
P 3.47 3.93 2.92 0.0962
O 2.45 4.02 1.87 0.2683
O 3.04 2.68 3.88 0.0894
C 2.62 2.92 5.18 -0.7257
O 3.27 5.28 3.70 -0.4072
C 3.07 6.59 3.18 -0.6175
H 6.02 2.44 0.84 0.2811
H 4.35 2.89 0.47 0.0169
H 4.74 1.84 1.87 0.2890
H 1.82 3.57 5.25 0.4128
H 3.47 3.38 5.86 0.3090
H 2.37 1.78 5.86 0.0187
H 2.18 6.79 2.67 0.1164
H 3.84 6.86 2.50 0.3399
H 2.94 7.17 4.07 0.3460
```

The charge is 0. For the HOMO energy, the calculation gives -0.3506 Eh. For the LUMO energy, the calculation gives -1.3 eV. Its energy above the lowest of the compared OMol25 structures with the same formula, charge and spin is 23.0 kcal per mole.



# 2
The following is a DFT calculation (the ωB97M-V functional and the def2-TZVPD basis) of a 10-piece molecular cluster, C27H72F6O27PS9 overall.

```
142
Properties=species:S:1:pos:R:3:mulliken_charge:R:1
P 31.37 -19.42 -13.70 1.6448
F 32.48 -19.31 -12.56 -0.2829
F 30.49 -20.37 -12.71 -0.1001
F 30.61 -18.21 -13.02 -0.4186
F 30.36 -19.56 -14.95 -0.2509
F 32.18 -18.32 -14.65 -0.5728
F 32.20 -20.68 -14.45 -0.1362
O 27.58 -18.74 -19.32 -0.5647
S 26.40 -18.71 -18.43 1.2051
O 25.47 -19.84 -18.26 -0.6273
O 27.01 -18.36 -16.88 -0.3404
C 28.12 -17.43 -16.78 -0.1722
C 28.39 -17.06 -15.32 -0.7948
C 25.37 -17.14 -18.69 -0.9967
H 27.93 -16.55 -17.39 0.4074
H 29.02 -17.87 -17.20 0.1629
H 27.53 -16.60 -14.81 0.4657
H 29.17 -16.30 -15.32 0.3348
H 28.61 -17.85 -14.60 -0.0617
H 24.68 -16.94 -17.88 0.3275
H 24.83 -17.24 -19.64 0.3853
H 26.07 -16.30 -18.77 0.3223
O 34.55 -19.02 -10.59 -0.5477
S 33.37 -18.65 -9.77 0.7971
O 32.17 -19.49 -9.71 -0.6374
O 33.87 -18.53 -8.24 -0.3311
C 35.16 -18.01 -7.90 0.2795
C 35.06 -17.21 -6.58 -1.3534
C 33.01 -16.87 -10.06 -0.1761
H 35.60 -17.32 -8.63 -0.0421
H 35.82 -18.85 -7.73 0.3253
H 36.01 -17.21 -6.04 0.3966
H 34.38 -17.74 -5.92 0.3201
H 34.75 -16.19 -6.81 0.2806
H 32.42 -16.79 -10.97 -0.5377
H 33.98 -16.40 -10.23 0.3068
H 32.47 -16.37 -9.25 0.5509
O 37.42 -19.22 -18.63 -0.6851
S 36.73 -19.35 -17.36 1.1685
O 35.97 -18.21 -16.91 -0.5090
O 35.75 -20.75 -17.56 -0.4355
C 34.70 -20.92 -16.65 0.4806
C 33.98 -22.22 -17.09 -1.3455
C 37.88 -19.99 -16.18 -0.8312
H 33.93 -20.15 -16.72 0.2046
H 35.06 -21.06 -15.63 0.0935
H 33.12 -22.50 -16.49 0.0428
H 34.67 -23.06 -17.11 0.4088
H 33.70 -22.00 -18.12 0.4452
H 38.13 -21.01 -16.48 0.3550
H 37.38 -20.07 -15.21 0.2073
H 38.69 -19.26 -16.15 0.3846
O 29.76 -16.73 -10.19 -0.5640
S 29.00 -17.98 -10.11 1.2158
O 29.63 -19.28 -9.80 -0.5197
O 27.72 -17.75 -9.08 -0.3353
C 26.91 -16.61 -9.21 -0.2676
C 27.13 -15.76 -7.98 -1.1556
C 27.92 -18.20 -11.59 -0.7011
H 25.89 -16.98 -9.26 0.3849
H 27.07 -16.01 -10.10 0.2588
H 26.86 -14.72 -8.19 0.3279
H 28.18 -15.80 -7.71 0.2727
H 26.68 -16.16 -7.07 0.3401
H 28.54 -18.82 -12.24 -0.1870
H 27.77 -17.25 -12.10 0.3296
H 26.90 -18.51 -11.36 0.5454
O 27.24 -21.81 -12.19 -0.7180
S 28.39 -22.60 -11.83 1.2383
O 29.41 -21.98 -10.93 -0.5742
O 27.83 -23.92 -11.01 -0.3160
C 26.80 -24.68 -11.63 -0.2937
C 25.58 -24.52 -10.78 -1.1635
C 29.17 -23.41 -13.33 -0.5953
H 27.21 -25.69 -11.62 0.3552
H 26.55 -24.42 -12.66 0.2928
H 25.36 -23.46 -10.81 0.2731
H 25.65 -24.86 -9.75 0.3058
H 24.76 -24.97 -11.34 0.3683
H 29.82 -24.23 -13.02 0.3358
H 29.80 -22.70 -13.87 -0.2577
H 28.39 -23.79 -13.99 0.5248
O 30.21 -13.33 -15.04 -0.6655
S 31.23 -13.35 -13.97 1.3086
O 32.62 -13.04 -14.25 -0.6362
O 30.73 -12.28 -12.83 -0.2573
C 30.84 -10.90 -13.00 -0.4360
C 29.84 -10.39 -14.04 -0.9787
C 31.10 -14.97 -13.15 -0.7762
H 31.89 -10.75 -13.23 0.3374
H 30.74 -10.28 -12.10 0.2868
H 29.55 -9.34 -14.04 0.3672
H 28.93 -10.97 -13.90 0.2890
H 30.02 -10.67 -15.08 0.2885
H 30.09 -15.39 -13.20 0.2409
H 31.46 -14.95 -12.13 0.5029
H 31.52 -15.64 -13.90 0.0688
O 29.35 -23.59 -16.98 -0.5964
S 29.78 -22.64 -18.02 1.1161
O 31.17 -22.72 -18.41 -0.5933
O 28.80 -22.67 -19.37 -0.3080
C 29.21 -22.01 -20.60 -0.1127
C 27.95 -21.89 -21.40 -1.1214
C 29.35 -20.96 -17.48 -0.1633
H 30.04 -22.59 -20.99 0.3487
H 29.62 -21.02 -20.43 0.2620
H 27.42 -22.82 -21.61 0.3200
H 28.20 -21.40 -22.34 0.3791
H 27.27 -21.22 -20.87 0.1635
H 30.10 -20.83 -16.70 -0.3152
H 28.33 -20.92 -17.10 0.2952
H 29.52 -20.25 -18.29 0.2814
O 34.01 -15.77 -12.61 -0.3541
S 35.38 -16.24 -12.93 0.9855
O 36.32 -15.31 -13.61 -0.6526
O 36.11 -16.69 -11.47 -0.2349
C 37.52 -17.04 -11.59 -0.2172
C 37.88 -18.05 -10.51 -1.0573
C 35.28 -17.87 -13.86 -0.8118
H 38.12 -16.13 -11.54 0.2566
H 37.66 -17.45 -12.59 0.2741
H 38.85 -18.52 -10.65 0.4480
H 37.23 -18.92 -10.45 0.1154
H 37.96 -17.63 -9.51 0.3110
H 36.27 -17.97 -14.31 0.5122
H 34.49 -17.69 -14.60 0.2928
H 35.18 -18.67 -13.14 0.0955
O 32.11 -21.75 -10.74 -0.2322
S 33.15 -22.60 -11.31 0.9346
O 33.57 -23.79 -10.55 -0.7491
O 32.54 -23.13 -12.78 -0.1689
C 33.42 -23.75 -13.69 0.2499
C 32.47 -24.50 -14.60 -1.4925
C 34.74 -21.73 -11.91 -0.7074
H 34.05 -24.51 -13.23 0.4610
H 34.03 -23.10 -14.32 -0.1364
H 31.72 -23.77 -14.92 0.1089
H 32.04 -25.26 -13.94 0.4420
H 32.94 -25.06 -15.40 0.4025
H 34.35 -20.91 -12.52 -0.1917
H 35.30 -22.39 -12.57 0.4976
H 35.29 -21.39 -11.03 0.4492
```

The charge is -1. For the HOMO energy, the calculation gives -0.2873 Eh. For the LUMO energy, the calculation gives 1.7 eV. Its energy above the lowest of the compared OMol25 structures with the same formula, charge and spin is 113.1 kcal per mole.



# 3
The following is a DFT calculation (the ωB97M-V functional and the def2-TZVPD basis) of a 9-piece molecular cluster, C27H72F9N6O15S3 overall.

```
132
Properties=species:S:1:pos:R:3:mulliken_charge:R:1
C 2.86 7.25 1.31 -1.4028
C 4.21 6.58 1.24 -0.0102
C 4.12 5.16 0.74 0.3113
O 4.23 5.14 -0.68 -0.4573
C 3.61 4.00 -1.28 -0.4441
N 5.20 7.37 0.37 -0.2462
H 6.12 6.93 0.44 0.3524
H 4.90 7.44 -0.61 0.3258
H 5.26 8.28 0.82 0.3716
H 2.90 8.25 1.77 0.4815
H 2.26 6.71 2.04 0.2751
H 2.34 7.35 0.36 0.3640
H 4.66 6.71 2.22 0.3146
H 3.16 4.75 1.03 -0.3548
H 4.93 4.52 1.12 0.4390
H 3.93 3.11 -0.72 0.3002
H 4.03 3.98 -2.28 0.2510
H 2.52 4.04 -1.24 0.0640
C 3.50 -1.86 7.17 -1.4593
C 3.31 -2.88 6.08 0.3171
C 3.63 -2.47 4.67 -0.7609
O 3.45 -3.52 3.77 -0.3631
C 4.47 -3.71 2.82 -0.7800
N 4.15 -4.12 6.41 -0.2791
H 3.89 -4.47 7.34 0.3793
H 3.84 -4.85 5.76 0.3299
H 5.15 -3.95 6.32 0.3545
H 3.07 -2.17 8.12 0.4219
H 3.09 -0.89 6.90 0.3755
H 4.55 -1.62 7.40 0.4076
H 2.29 -3.28 6.14 0.2692
H 4.62 -1.99 4.61 0.4546
H 3.03 -1.58 4.42 0.3638
H 4.16 -4.53 2.17 0.2486
H 5.44 -4.00 3.23 0.3818
H 4.68 -2.87 2.15 0.3296
C -2.12 0.88 0.03 -0.0259
C -1.41 -0.25 0.72 0.9269
C -0.03 -0.60 0.13 -0.8085
O 0.53 -1.57 1.01 -0.3974
C 1.94 -1.57 1.10 -0.5656
N -1.13 0.02 2.15 0.3617
H -1.96 0.04 2.79 0.0701
H -0.59 -0.74 2.54 0.4905
H -0.68 0.96 2.22 0.2185
H -2.43 0.52 -0.96 0.2556
H -1.50 1.77 -0.02 -0.6151
H -3.04 1.12 0.58 0.0600
H -1.92 -1.22 0.68 -0.1476
H 0.62 0.29 0.10 0.2749
H -0.10 -1.00 -0.88 0.4604
H 2.23 -2.25 1.89 0.0763
H 2.28 -0.53 1.22 0.4382
H 2.43 -1.92 0.18 0.2690
C 3.26 3.22 -7.18 -1.3131
C 1.85 3.58 -6.70 0.1466
C 1.56 2.93 -5.36 -0.4972
O 0.24 3.28 -5.04 -0.4037
C -0.24 2.79 -3.80 -0.8185
N 1.75 5.08 -6.45 -0.2808
H 2.33 5.45 -5.70 0.3116
H 1.90 5.60 -7.31 0.3802
H 0.77 5.23 -6.17 0.3737
H 3.93 3.36 -6.33 0.3340
H 3.54 3.88 -7.99 0.4151
H 3.27 2.16 -7.44 0.3862
H 1.09 3.38 -7.45 0.3411
H 2.24 3.29 -4.57 0.1989
H 1.72 1.85 -5.44 0.4356
H 0.15 1.80 -3.53 0.3350
H -1.31 2.65 -3.88 0.3889
H -0.03 3.47 -2.97 0.2651
C -5.52 -0.56 -0.09 -1.0993
C -5.36 -1.89 0.62 0.6782
C -6.54 -2.26 1.47 -0.8918
O -6.28 -3.49 2.10 -0.3292
C -7.40 -4.07 2.74 -0.7348
N -5.17 -2.99 -0.39 0.2343
H -6.05 -3.24 -0.85 0.4903
H -4.51 -2.71 -1.13 -0.2535
H -4.75 -3.81 0.05 0.4099
H -6.16 -0.60 -0.97 0.3970
H -4.52 -0.22 -0.33 -0.1155
H -5.94 0.18 0.59 0.5096
H -4.45 -1.88 1.22 0.0572
H -7.47 -2.33 0.89 0.4857
H -6.73 -1.47 2.21 0.3184
H -7.60 -3.54 3.68 0.2706
H -7.22 -5.12 2.94 0.2554
H -8.28 -4.01 2.09 0.3422
C 0.98 -6.35 -0.57 -1.4726
C 0.50 -5.06 -1.22 0.8081
C 1.29 -4.67 -2.45 -0.9820
O 0.69 -3.57 -3.04 -0.1891
C 1.07 -3.33 -4.39 -0.6602
N -0.93 -5.20 -1.71 -0.2074
H -1.09 -6.03 -2.29 0.3637
H -1.53 -5.26 -0.89 0.3700
H -1.18 -4.31 -2.18 0.1839
H 2.01 -6.54 -0.87 0.3655
H 0.43 -7.23 -0.92 0.4114
H 0.82 -6.38 0.50 0.4178
H 0.44 -4.28 -0.45 -0.0354
H 1.30 -5.55 -3.12 0.4946
H 2.34 -4.49 -2.19 0.4374
H 2.04 -2.84 -4.42 0.2928
H 0.31 -2.70 -4.83 0.0706
H 1.10 -4.26 -4.98 0.3713
C 0.08 4.30 0.50 0.5120
F -1.05 4.88 0.83 -0.2301
F -0.15 3.55 -0.60 -0.1217
F 0.97 5.27 0.21 -0.2024
S 0.69 3.28 1.95 0.9758
O -0.54 2.68 2.42 -0.7528
O 1.64 2.34 1.36 -0.6762
O 1.23 4.28 2.83 -0.6098
C -5.63 1.05 4.71 0.4223
F -5.07 1.03 5.92 -0.2024
F -6.41 -0.05 4.60 -0.2216
F -6.41 2.11 4.55 -0.2058
S -4.29 1.00 3.43 1.2718
O -3.35 1.96 3.96 -0.6313
O -3.70 -0.35 3.39 -0.8859
O -4.91 1.41 2.19 -0.7002
C -2.88 -2.06 -4.96 0.4200
F -3.64 -1.46 -5.85 -0.2114
F -2.66 -3.33 -5.35 -0.2445
F -1.71 -1.43 -4.90 -0.1761
S -3.78 -2.04 -3.33 1.2692
O -5.14 -2.36 -3.63 -0.6566
O -3.12 -3.07 -2.50 -0.8787
O -3.53 -0.70 -2.84 -0.5955
```

The charge is +3. For the HOMO energy, the calculation gives -0.4828 Eh. For the LUMO energy, the calculation gives -5.9 eV. Its energy above the lowest of the compared OMol25 structures with the same formula, charge and spin is 0.0 kcal per mole.



no.,DFT total energy (hartree),orbital gap (eV)
1,-4582.4592,8.2
2,-7627.7052,9.5
3,-4621.5331,7.3